ClNaO4S | wB97M-V/def2-TZVPD

Structure (ORCA input):
```
! wB97M-V def2-TZVPD RIJCOSX def2/J DEFGRID3
* xyz -2 1
Cl 0.351 1.847 2.230
S -0.121 -1.314 -0.949
Na 0.157 4.560 2.562
O 0.763 -2.254 -0.231
O 0.464 -0.969 -2.285
O -1.476 -1.872 -1.105
O -0.138 0.001 -0.221
*
```

Output
E_LUMO   2.72 eV
Relative energy (zero: lowest compared OMol25 entry of this formula, charge and spin)   1.2 kJ/mol
HOMO-LUMO gap   1.77 eV
Max |F|   1.68 eV/A

From a Mulliken analysis of the wavefunction, the atomic charges in e read: Cl -0.64; S 1.13; Na 0.31; O -0.73; O -0.74; O -0.74; O -0.58